1.
{"formula": "C5H9N2OS", "method": "wB97M-V/def2-TZVPD", "elements": ["C", "C", "O", "S", "N", "C", "C", "C", "N", "H", "H", "H", "H", "H", "H", "H", "H", "H"], "xyz": [[-4.051, 0.476, 0.068], [-3.001, -0.564, -0.171], [-2.885, -1.761, -0.345], [-1.463, 0.712, -0.099], [0.295, 0.183, 0.143], [1.257, 1.030, -0.089], [2.619, 0.875, -0.033], [3.266, -0.325, 0.183], [2.754, -1.519, -0.205], [-5.036, 0.024, -0.292], [-3.522, 1.451, -0.188], [-4.259, 0.632, 1.234], [0.340, -0.780, 0.482], [0.873, 1.934, -0.413], [3.227, 1.741, 0.232], [4.264, -0.275, 0.528], [2.029, -1.480, -0.798], [3.294, -2.356, -0.237]], "lumo_energy_ha": [-0.165, -0.165], "e_homo_ev": [-12.82, -12.82], "e_tot_ev": -21184.695, "charge": 1, "smiles": "CC(=O)SN/C=C\\C=[NH2+]", "e_above_lowest_kcal_mol": 66.3}



2.
{"formula": "C18H31ClN7O10", "method": "wB97M-V/def2-TZVPD", "elements": ["C", "C", "C", "Cl", "C", "N", "C", "C", "N", "C", "C", "C", "C", "C", "C", "C", "H", "H", "H", "H", "H", "H", "H", "H", "H", "H", "H", "H", "H", "H", "H", "H", "C", "N", "O", "O", "H", "H", "H", "C", "N", "O", "O", "H", "H", "H", "C", "N", "O", "O", "H", "H", "H", "C", "N", "O", "O", "H", "H", "H", "C", "N", "O", "O", "H", "H", "H"], "xyz": [[-2.457, 0.392, -4.640], [-1.479, 1.559, -4.665], [-0.661, 1.808, -3.361], [-0.749, 0.451, -2.224], [0.785, 2.079, -3.629], [1.426, 1.930, -4.797], [2.730, 2.304, -4.680], [2.899, 2.705, -3.400], [1.687, 2.549, -2.767], [1.576, 2.885, -1.332], [1.624, 1.649, -0.463], [2.291, 0.497, -0.870], [2.314, -0.631, -0.058], [1.663, -0.608, 1.173], [1.009, 0.540, 1.596], [0.994, 1.654, 0.772], [-3.156, 0.447, -3.814], [-1.964, -0.571, -4.674], [-3.057, 0.459, -5.546], [-0.823, 1.417, -5.519], [-2.052, 2.457, -4.874], [-1.075, 2.702, -2.906], [1.028, 1.584, -5.653], [3.465, 2.272, -5.459], [3.779, 3.085, -2.922], [2.476, 3.436, -1.101], [0.677, 3.458, -1.142], [2.806, 0.427, -1.818], [2.817, -1.524, -0.391], [1.680, -1.506, 1.772], [0.497, 0.536, 2.542], [0.469, 2.536, 1.118], [-0.595, 0.466, 6.623], [-0.220, -0.292, 5.400], [-0.870, -0.103, 4.386], [0.712, -1.057, 5.485], [-1.442, 1.098, 6.387], [-0.847, -0.264, 7.385], [0.270, 1.053, 6.917], [-1.810, -1.826, 1.220], [-2.596, -3.024, 0.822], [-2.250, -4.105, 1.257], [-3.537, -2.834, 0.080], [-1.015, -2.144, 1.885], [-1.393, -1.365, 0.332], [-2.488, -1.146, 1.727], [-3.232, -5.566, -1.203], [-3.305, -6.616, -2.258], [-3.847, -6.328, -3.306], [-2.811, -7.691, -1.998], [-3.711, -4.672, -1.576], [-3.744, -5.948, -0.327], [-2.183, -5.395, -0.989], [-2.266, -3.859, 4.547], [-2.568, -3.516, 5.962], [-2.342, -2.376, 6.319], [-3.017, -4.392, 6.661], [-1.873, -2.971, 4.067], [-1.534, -4.660, 4.551], [-3.189, -4.186, 4.078], [5.290, 6.315, 0.142], [4.478, 5.191, -0.397], [4.809, 4.056, -0.128], [3.516, 5.475, -1.088], [6.100, 5.899, 0.728], [5.662, 6.880, -0.707], [4.631, 6.927, 0.751]], "lumo_energy_ha": -0.102, "e_homo_ev": -12.04, "e_tot_ev": -62577.581, "charge": 1}



3.
{"formula": "C5H6S", "method": "wB97M-V/def2-TZVPD", "elements": ["C", "C", "C", "C", "S", "C", "H", "H", "H", "H", "H", "H"], "xyz": [[-0.549, -0.488, -2.161], [-0.285, -0.715, -1.019], [0.053, -0.913, 0.387], [0.792, -1.946, 0.812], [-0.519, 0.356, 1.488], [-0.291, 1.954, 0.568], [-0.835, -0.272, -3.161], [1.025, -2.735, 0.079], [1.217, -2.017, 1.818], [-0.213, 2.752, 1.307], [-1.077, 2.086, -0.218], [0.683, 1.938, 0.099]], "lumo_energy_ha": 0.029, "e_homo_ev": -8.58, "e_tot_ev": -16114.733, "charge": 0, "smiles": "C#CC(=C)SC", "e_above_lowest_kcal_mol": 41.6}



4.
{"formula": "C22H25N5O7P2RuS", "method": "wB97M-V/def2-TZVPD", "elements": ["Ru", "C", "C", "N", "C", "S", "N", "N", "C", "C", "C", "C", "C", "C", "C", "N", "H", "H", "H", "H", "H", "H", "H", "H", "H", "H", "H", "H", "H", "O", "P", "O", "O", "O", "P", "O", "O", "O", "H", "H", "C", "C", "C", "C", "C", "C", "N", "C", "C", "C", "C", "C", "C", "H", "H", "H", "H", "H", "H", "H", "H", "H", "H"], "xyz": [[-0.084, 1.099, -0.216], [1.302, -3.001, 3.715], [2.438, -1.983, 3.748], [2.653, -1.299, 2.476], [1.822, -0.314, 2.014], [2.511, 0.864, 0.956], [0.582, -0.300, 2.440], [-0.132, 0.642, 1.800], [-1.002, 1.313, 2.464], [-1.412, 0.913, 3.843], [-1.446, 2.536, 1.811], [-2.367, 3.429, 2.341], [-2.582, 4.637, 1.706], [-1.861, 4.943, 0.563], [-0.996, 3.989, 0.064], [-0.799, 2.820, 0.666], [1.217, -3.494, 4.686], [1.491, -3.756, 2.949], [0.362, -2.504, 3.484], [3.369, -2.505, 3.973], [2.255, -1.251, 4.543], [3.609, -1.088, 2.244], [-1.321, -0.166, 3.936], [-2.446, 1.202, 4.037], [-0.774, 1.372, 4.604], [-2.917, 3.161, 3.232], [-3.308, 5.338, 2.099], [-1.986, 5.888, 0.055], [-0.452, 4.136, -0.858], [-2.949, 2.255, -1.104], [-2.943, 0.633, -1.142], [-4.281, 0.102, -1.445], [-2.170, 0.189, 0.085], [-1.940, 0.320, -2.411], [-0.939, 1.335, -3.146], [-1.969, 2.439, -3.774], [-0.231, 0.638, -4.236], [-0.145, 2.100, -2.086], [-3.392, 2.586, -1.900], [-2.103, 2.190, -4.699], [4.342, -0.689, -3.140], [3.715, 0.526, -2.892], [2.498, 0.575, -2.241], [1.860, -0.604, -1.825], [2.503, -1.828, -2.085], [3.726, -1.864, -2.729], [0.666, -0.557, -1.114], [-0.140, -1.730, -1.179], [-0.463, -2.293, -2.419], [-1.255, -3.425, -2.486], [-1.720, -4.029, -1.323], [-1.396, -3.475, -0.094], [-0.619, -2.328, -0.019], [5.302, -0.720, -3.643], [4.183, 1.449, -3.214], [2.006, 1.520, -2.075], [2.045, -2.747, -1.747], [4.203, -2.822, -2.906], [-0.129, -1.790, -3.319], [-1.521, -3.833, -3.454], [-2.342, -4.915, -1.376], [-1.758, -3.930, 0.820], [-0.369, -1.901, 0.940]], "spin_multiplicity": 2, "lumo_energy_ha": [0.084, 0.052], "e_homo_ev": [-4.53, -4.71], "e_tot_ev": -77007.758, "charge": -1, "e_above_lowest_kcal_mol": 14.4}



5.
{"formula": "C15H27AlBeBr2CaCl3F3LiN4O9PS2", "method": "wB97M-V/def2-TZVPD", "elements": ["C", "O", "C", "C", "C", "N", "C", "Br", "C", "N", "C", "C", "C", "C", "N", "C", "C", "C", "C", "H", "H", "H", "H", "H", "H", "H", "H", "H", "H", "H", "H", "H", "H", "H", "H", "H", "H", "H", "H", "H", "H", "H", "H", "H", "Cl", "F", "C", "Cl", "Cl", "H", "H", "Li", "N", "S", "O", "O", "F", "S", "O", "O", "F", "Ca", "Br", "Al", "O", "P", "O", "O", "O", "Be"], "xyz": [[-2.129, 1.269, 3.222], [-0.772, 1.058, 2.833], [-0.588, 0.262, 1.690], [0.439, 0.956, 0.845], [1.239, 0.210, -0.175], [0.449, -0.548, -1.104], [2.108, 1.294, -0.732], [2.163, 1.551, -2.687], [1.488, 2.679, -0.265], [0.104, 2.210, 0.040], [-0.931, 3.177, 0.500], [-1.203, 4.244, -0.575], [-2.573, 4.855, -0.355], [-3.804, 4.108, -0.918], [-3.688, 2.663, -1.059], [-4.205, 1.831, -0.119], [-3.991, 0.529, -0.493], [-3.325, 0.611, -1.731], [-3.125, 1.927, -2.072], [-2.838, 1.096, 2.421], [-2.341, 0.691, 4.111], [-2.218, 2.314, 3.505], [-1.499, 0.050, 1.131], [-0.159, -0.691, 1.984], [1.209, 1.329, 1.517], [2.065, -0.399, 0.152], [-0.368, -0.050, -1.437], [1.007, -0.861, -1.883], [3.119, 1.222, -0.381], [1.937, 3.074, 0.641], [1.557, 3.451, -1.013], [-0.233, 1.875, -0.869], [-1.821, 2.601, 0.714], [-0.581, 3.633, 1.416], [-0.456, 5.019, -0.431], [-1.050, 3.849, -1.575], [-2.580, 5.819, -0.850], [-2.725, 5.075, 0.694], [-4.146, 4.527, -1.854], [-4.593, 4.288, -0.205], [-4.696, 2.150, 0.779], [-4.318, -0.335, 0.048], [-3.054, -0.279, -2.285], [-2.667, 2.367, -2.934], [4.106, -0.680, 0.332], [-3.278, -2.103, -3.344], [5.513, -1.679, -3.376], [3.878, -2.225, -2.837], [6.105, -0.361, -2.367], [6.208, -2.516, -3.277], [5.452, -1.368, -4.413], [-2.772, -0.919, -4.706], [-1.798, -2.726, 2.933], [-1.877, -3.444, 1.554], [-2.363, -4.777, 1.541], [-0.867, -3.118, 0.549], [-3.131, -2.631, 0.957], [-0.660, -3.316, 3.896], [-0.835, -2.877, 5.232], [0.653, -3.333, 3.337], [-1.052, -4.838, 3.968], [5.084, 1.844, -0.491], [-2.486, -2.657, -1.760], [5.241, -3.748, -1.381], [5.475, -5.300, 1.048], [5.902, -6.759, 0.670], [5.385, -6.990, -0.768], [5.194, -7.748, 1.569], [7.386, -6.990, 0.728], [3.330, -5.443, 0.162]], "lumo_energy_ha": -0.317, "e_homo_ev": -10.82, "e_tot_ev": -282762.295, "charge": 2, "e_above_lowest_kcal_mol": 0.0}